No. 1
ORCA calculation (ωB97M-V/def2-TZVPD) on a 3-piece molecular cluster, C7H19N3 overall.

Summary:
HOMO-LUMO gap (spin up / spin down) ... 6.628 / 6.524 eV
Highest occupied orbital energy (spin up / spin down) ... -5.745 / -5.628 eV
LUMO level (spin up / spin down) ... 0.882 / 0.896 eV
Energy relative to the best compared isomer or geometry (same formula, charge and spin) ... 467.70 kJ/mol
Net charge ... 0

CARTESIAN COORDINATES (ANGSTROEM)
C (1.75, 0.05, 0.46)
C (-0.41, 0.03, -0.95)
C (-0.65, -0.71, 0.18)
C (-2.74, -0.98, -1.26)
C (1.63, 1.39, 1.11)
C (2.62, 0.01, -0.76)
C (2.01, -1.07, 1.43)
N (-0.75, 1.35, -1.09)
N (-1.32, -0.21, 1.27)
N (-3.45, 0.10, -0.65)
H (0.06, -0.45, -1.79)
H (-0.32, -1.74, 0.19)
H (-0.86, 1.86, -0.22)
H (-0.23, 1.86, -1.78)
H (-1.45, -0.87, 2.01)
H (-2.22, 0.20, 0.98)
H (-4.45, -0.04, -0.52)
H (-3.31, 0.97, -1.16)
H (-2.69, -1.00, -2.35)
H (-2.95, -1.94, -0.80)
H (2.55, 1.67, 1.66)
H (1.46, 2.19, 0.38)
H (0.81, 1.42, 1.83)
H (3.69, 0.16, -0.51)
H (2.36, 0.79, -1.48)
H (2.56, -0.96, -1.27)
H (1.98, -2.05, 0.95)
H (3.02, -0.98, 1.89)
H (1.30, -1.06, 2.26)

Atom charges from the Löwdin analysis, given in e for atoms 1 to 5: -0.4614 -0.2621 -0.2773 -0.1655 -0.1173

No. 2
ORCA calculation (ωB97M-V/def2-TZVPD) on one molecule with the formula C6H9NS.

Summary:
HOMO-LUMO gap ... 9.524 eV
Structure (SMILES) ... C#C[C@H](N)C[C@H]1CS1
Highest occupied orbital energy ... -8.720 eV
LUMO level ... 0.803 eV
Energy relative to the best compared isomer or geometry (same formula, charge and spin) ... 580.50 kJ/mol
Net charge ... 0

CARTESIAN COORDINATES (ANGSTROEM)
C (2.11, 1.70, -0.72)
C (1.62, 0.59, -0.58)
C (0.96, -0.73, -0.05)
N (0.66, -1.75, -0.91)
C (-0.18, -0.53, 1.04)
C (-1.64, 0.03, 0.63)
C (-1.82, 1.33, -0.18)
S (-2.26, -0.10, -1.06)
H (2.86, 2.63, -0.60)
H (1.71, -1.22, 0.64)
H (0.05, -1.58, -1.90)
H (1.43, -2.71, -1.21)
H (-0.32, -1.46, 1.85)
H (0.42, 0.19, 1.71)
H (-2.18, -0.15, 1.58)
H (-0.87, 1.78, -0.54)
H (-2.53, 2.00, 0.29)

Atom charges from the Löwdin analysis, given in e for atoms 1 to 5: 0.0456 -0.0882 -0.5296 -0.0954 -0.1725

No. 3
ORCA calculation (ωB97M-V/def2-TZVPD) on a 7-piece molecular cluster, C38H38N4O6 overall.

Summary:
HOMO-LUMO gap ... 8.074 eV
Structure (SMILES) ... Oc1ccc(O)cc1.Oc1ccc(O)cc1.Oc1ccc(O)cc1.c1ccncc1.c1ccncc1.c1ccncc1.c1ccncc1
Highest occupied orbital energy ... -8.144 eV
LUMO level ... -0.071 eV
Energy relative to the best compared isomer or geometry (same formula, charge and spin) ... 76.66 kJ/mol
Net charge ... 0

CARTESIAN COORDINATES (ANGSTROEM)
O (1.96, 1.29, -0.26)
C (0.80, 0.67, -0.27)
C (0.57, -0.74, -0.11)
C (-0.75, -1.20, -0.06)
C (-1.86, -0.35, -0.33)
O (-3.09, -0.89, -0.41)
C (-1.69, 1.00, -0.36)
C (-0.31, 1.53, -0.30)
H (2.18, 1.70, -1.18)
H (1.31, -1.35, 0.08)
H (-1.06, -2.09, 0.41)
H (-3.24, -1.53, -1.07)
H (-2.32, 1.81, -0.48)
H (-0.18, 2.64, -0.22)
O (-2.78, -4.87, -0.06)
C (-2.03, -4.62, 1.02)
C (-0.74, -5.00, 1.13)
C (0.06, -4.68, 2.38)
C (-0.62, -4.08, 3.43)
O (-0.08, -3.74, 4.58)
C (-2.01, -3.61, 3.21)
C (-2.66, -3.87, 2.04)
H (-3.84, -4.64, -0.27)
H (-0.14, -5.66, 0.41)
H (1.20, -5.23, 2.50)
H (-0.64, -3.02, 4.92)
H (-2.43, -3.36, 4.18)
H (-3.73, -3.47, 1.90)
O (-8.64, 4.00, 0.75)
C (-7.70, 2.99, 1.05)
C (-6.85, 2.52, 0.05)
C (-5.71, 1.56, 0.26)
C (-5.64, 1.00, 1.64)
O (-4.55, 0.18, 2.05)
C (-6.46, 1.46, 2.60)
C (-7.46, 2.51, 2.41)
H (-8.79, 4.15, -0.32)
H (-7.01, 2.89, -0.84)
H (-5.13, 1.20, -0.57)
H (-4.09, -0.27, 1.22)
H (-6.65, 0.93, 3.47)
H (-8.03, 2.90, 3.17)
C (2.64, 1.37, -3.63)
C (2.26, 2.73, -3.35)
C (3.15, 3.46, -2.55)
N (4.31, 2.96, -2.14)
C (4.56, 1.67, -2.30)
C (3.84, 0.84, -3.12)
H (2.11, 0.75, -4.20)
H (1.47, 3.18, -3.57)
H (2.92, 4.47, -2.22)
H (5.46, 1.25, -1.75)
H (4.07, -0.26, -3.26)
C (4.32, 3.15, 2.94)
C (5.17, 3.42, 3.94)
C (6.13, 2.39, 4.40)
N (6.13, 1.22, 3.92)
C (5.24, 0.91, 2.96)
C (4.31, 1.84, 2.43)
H (3.84, 3.76, 2.41)
H (5.06, 4.32, 4.42)
H (6.81, 2.56, 5.09)
H (5.26, -0.07, 2.83)
H (3.68, 1.68, 1.60)
C (-1.46, 1.16, -4.26)
C (-2.05, 2.36, -4.16)
C (-2.53, 3.01, -5.35)
N (-2.58, 2.33, -6.45)
C (-2.10, 1.02, -6.51)
C (-1.53, 0.34, -5.45)
H (-1.00, 0.81, -3.24)
H (-2.11, 2.90, -3.19)
H (-2.90, 4.12, -5.38)
H (-2.23, 0.41, -7.53)
H (-1.02, -0.40, -5.60)
C (3.98, -4.35, 1.18)
C (3.44, -3.55, 0.09)
C (4.03, -2.41, -0.28)
N (5.15, -1.91, 0.37)
C (5.77, -2.62, 1.29)
C (5.20, -3.79, 1.77)
H (3.65, -5.32, 1.42)
H (2.53, -3.96, -0.43)
H (3.65, -1.72, -1.02)
H (6.64, -2.29, 1.79)
H (5.56, -4.41, 2.36)

Atom charges from the Löwdin analysis, given in e for atoms 1 to 5: 0.0040 -0.3564 0.0476 0.0291 -0.3492

No. 4
ORCA calculation (ωB97M-V/def2-TZVPD) on a 2-piece molecular cluster, C22H28BrF3N4O3P overall.

Summary:
HOMO-LUMO gap ... 8.257 eV
Highest occupied orbital energy ... -11.027 eV
LUMO level ... -2.770 eV
Net charge ... +1

CARTESIAN COORDINATES (ANGSTROEM)
C (6.13, 0.46, -0.97)
C (5.59, -0.76, -1.67)
O (5.93, -1.14, -2.77)
N (4.59, -1.52, -0.89)
C (5.21, -2.66, -0.16)
N (3.58, -2.00, -1.74)
C (2.48, -1.31, -1.96)
N (2.33, -0.10, -1.39)
C (1.48, 0.84, -2.17)
C (1.34, 2.12, -1.33)
C (1.07, 1.83, 0.17)
F (2.61, 2.74, -1.38)
C (0.15, 0.22, -2.65)
C (-1.14, 0.92, -2.18)
O (-2.31, 0.17, -2.48)
C (-2.94, -0.34, -1.36)
C (-3.00, -1.70, -1.12)
C (-3.58, -2.24, -0.01)
C (-4.15, -1.40, 0.93)
C (-4.14, -0.05, 0.69)
C (-3.55, 0.47, -0.43)
C (0.17, -1.26, -2.30)
F (-0.03, -1.54, -0.97)
N (1.46, -1.82, -2.77)
P (1.22, -3.59, -2.65)
O (1.68, -3.99, -1.13)
Br (2.79, -4.55, -3.92)
H (6.75, 1.03, -1.66)
H (6.68, 0.14, -0.08)
H (5.29, 1.06, -0.59)
H (5.37, -2.41, 0.89)
H (4.56, -3.54, -0.19)
H (6.14, -2.92, -0.67)
H (3.75, -2.90, -2.17)
H (3.22, 0.38, -1.29)
H (2.05, 1.15, -3.06)
H (0.65, 2.84, -1.76)
H (0.59, 0.85, 0.23)
H (0.33, 2.55, 0.54)
H (2.00, 1.84, 0.74)
H (0.15, 0.29, -3.74)
H (-1.23, 1.85, -2.75)
H (-1.15, 1.20, -1.12)
H (-2.52, -2.35, -1.86)
H (-3.55, -3.32, 0.10)
H (-4.59, -1.84, 1.82)
H (-4.61, 0.59, 1.42)
H (-3.58, 1.55, -0.55)
H (-0.62, -1.75, -2.87)
H (0.89, -4.07, -0.57)
F (-2.91, 2.02, 2.55)
C (-3.61, 2.26, 3.69)
C (-3.82, 3.56, 4.09)
C (-4.54, 3.80, 5.25)
C (-5.02, 2.74, 6.00)
C (-4.80, 1.44, 5.58)
C (-4.09, 1.19, 4.42)
H (-3.42, 4.38, 3.49)
H (-4.72, 4.82, 5.57)
H (-5.58, 2.93, 6.91)
H (-5.17, 0.61, 6.17)
H (-3.91, 0.18, 4.07)

Atom charges from the Löwdin analysis, given in e for atoms 1 to 5: 0.0297 -0.4392 0.1389 -0.0980 0.0030

Number 1: DFT total energy -12032.9520 eV. Number 2: DFT total energy -18687.1939 eV. Number 3: DFT total energy -58255.3959 eV. Number 4: DFT total energy -122848.7787 eV.